{
  "formula": "C32H55NP2SiSn",
  "method": "ωB97M-V/def2-TZVPD",
  "total_energy_ha": -2492.923499,
  "total_charge": 2,
  "homo_energy_ha": [-0.450, -0.450],
  "spin_multiplicity": 1,
  "gap_ev": [4.62, 4.68],
  "de_lowest_kj_mol": 161.7,
  "elements": ["Sn", "P", "P", "Si", "N", "C", "C", "C", "C", "C", "C", "C", "C", "C", "C", "C", "C", "C", "C", "C", "C", "C", "C", "C", "C", "C", "C", "C", "C", "C", "C", "C", "C", "C", "C", "C", "C", "H", "H", "H", "H", "H", "H", "H", "H", "H", "H", "H", "H", "H", "H", "H", "H", "H", "H", "H", "H", "H", "H", "H", "H", "H", "H", "H", "H", "H", "H", "H", "H", "H", "H", "H", "H", "H", "H", "H", "H", "H", "H", "H", "H", "H", "H", "H", "H", "H", "H", "H", "H", "H", "H", "H"],
  "coordinates": [[-1.38, -0.84, -0.40], [-4.56, 0.43, -0.63], [2.10, -3.13, -2.87], [0.95, -1.80, 1.83], [-0.22, -0.55, 1.45], [2.40, -3.00, -4.67], [-0.92, 1.73, 1.86], [-1.02, -2.42, -1.65], [-3.57, -1.76, -2.23], [0.15, -3.48, 1.72], [1.40, -4.82, -2.75], [-1.90, 0.35, -1.98], [3.60, 1.91, 0.26], [-0.70, 0.42, 2.34], [0.13, -2.05, -2.54], [-1.55, 2.68, 2.66], [-4.32, 2.19, -0.45], [-6.23, -0.15, -0.62], [-3.33, -0.21, -2.03], [2.33, -1.61, 0.58], [2.62, 2.82, 2.13], [-1.09, 0.10, 3.67], [4.46, 1.10, -0.63], [2.07, 3.46, 0.99], [4.45, 1.04, 2.54], [-1.05, 0.14, -3.22], [-1.93, 2.36, 3.97], [1.69, -1.63, 3.54], [-3.43, -0.41, 0.54], [0.31, -0.59, -2.89], [2.66, 2.89, -0.17], [-2.35, -2.68, -2.46], [2.22, 3.07, 3.53], [2.35, 3.28, -1.56], [-1.69, 1.07, 4.47], [3.59, 1.89, 1.68], [1.06, 4.54, 1.02], [-4.23, -1.85, -3.11], [3.28, -1.93, 1.05], [-1.89, 1.40, -1.66], [3.02, 2.78, 4.22], [-0.89, -3.46, 2.05], [-0.81, -3.30, -1.03], [-1.98, 0.82, 5.48], [4.70, 1.58, 3.46], [0.20, -3.92, 0.71], [-0.82, 1.13, -3.67], [1.90, -3.78, -5.25], [3.49, -3.09, -4.76], [0.75, -4.90, -1.87], [-2.69, -3.71, -2.24], [-6.41, -0.89, -1.40], [3.91, 0.76, -1.52], [0.96, -1.37, 4.31], [-3.71, 2.61, -1.26], [1.32, 2.49, 3.80], [2.70, 4.30, -1.78], [1.27, 3.26, -1.75], [-2.42, 3.11, 4.58], [2.20, -2.22, -0.33], [2.83, 2.60, -2.27], [2.48, -0.88, 3.58], [-6.44, -0.60, 0.36], [-4.18, -2.16, -1.40], [-3.23, 0.16, 1.46], [2.13, -2.60, 3.81], [0.85, -0.06, -2.08], [-1.75, 3.67, 2.25], [4.84, 0.22, -0.10], [-0.58, 1.97, 0.85], [-2.15, -2.68, -3.55], [2.45, -0.56, 0.27], [-3.88, 0.33, -2.83], [0.84, -5.07, -3.66], [1.30, 5.28, 1.79], [0.71, -4.14, 2.40], [-1.60, -0.41, -4.00], [-3.83, 2.41, 0.51], [2.26, -5.49, -2.61], [3.95, 0.11, 2.82], [-0.01, -2.60, -3.49], [1.99, 4.13, 3.69], [0.95, -0.50, -3.78], [-6.90, 0.70, -0.77], [2.11, -2.00, -5.02], [5.32, 1.68, -0.99], [1.00, 5.04, 0.05], [5.38, 0.79, 2.02], [-0.96, -0.92, 4.04], [0.06, 4.15, 1.26], [-3.78, -1.43, 0.78], [-5.31, 2.67, -0.47]]
}

{
  "formula": "C32H57BF9Hg2N3O14PS",
  "method": "ωB97M-V/def2-TZVPD",
  "total_energy_ha": -4440.900941,
  "total_charge": 1,
  "homo_energy_ha": -0.347,
  "spin_multiplicity": 1,
  "gap_ev": 2.75,
  "de_lowest_kj_mol": 454.6,
  "elements": ["Hg", "Hg", "S", "P", "F", "F", "F", "F", "F", "F", "F", "F", "F", "O", "O", "O", "O", "O", "O", "O", "O", "O", "O", "O", "O", "O", "O", "N", "N", "N", "C", "C", "C", "C", "C", "C", "C", "C", "C", "C", "C", "C", "C", "C", "C", "C", "C", "C", "C", "C", "C", "C", "C", "C", "C", "C", "C", "C", "C", "C", "C", "C", "B", "H", "H", "H", "H", "H", "H", "H", "H", "H", "H", "H", "H", "H", "H", "H", "H", "H", "H", "H", "H", "H", "H", "H", "H", "H", "H", "H", "H", "H", "H", "H", "H", "H", "H", "H", "H", "H", "H", "H", "H", "H", "H", "H", "H", "H", "H", "H", "H", "H", "H", "H", "H", "H", "H", "H", "H", "H"],
  "coordinates": [[-19.80, -2.72, 16.43], [-21.07, -4.13, 11.52], [-21.60, -5.45, 14.97], [-22.63, -1.38, 14.16], [-23.45, -6.65, 16.52], [-23.36, -0.57, 13.02], [-22.89, -0.37, 15.38], [-21.74, -2.31, 15.14], [-23.92, -4.63, 15.96], [-22.08, -2.35, 13.00], [-23.90, -2.29, 14.68], [-24.12, -6.10, 14.39], [-21.18, -0.61, 13.95], [-20.97, -4.52, 15.90], [-21.56, -2.13, 17.94], [-19.35, 4.74, 16.45], [-20.98, -6.79, 15.13], [-14.88, -1.92, 12.78], [-18.80, -1.35, 14.95], [-22.27, -3.75, 9.64], [-21.59, -4.95, 13.59], [-15.79, 0.03, 11.96], [-12.87, -1.74, 11.68], [-17.18, -1.95, 11.99], [-19.21, -2.61, 12.11], [-16.77, -0.79, 14.00], [-13.98, 0.83, 10.74], [-23.11, -2.70, 9.90], [-20.49, 4.06, 16.71], [-20.42, -2.12, 18.71], [-21.56, 6.07, 17.87], [-23.24, 3.57, 17.05], [-18.65, -1.74, 21.11], [-20.11, 4.37, 19.25], [-14.01, -1.33, 12.01], [-21.34, -1.16, 9.42], [-20.34, -3.19, 19.76], [-21.64, -3.21, 20.68], [-21.09, 4.53, 18.05], [-18.96, -3.19, 20.60], [-24.47, -3.08, 10.30], [-25.22, -3.83, 9.23], [-25.29, -0.78, 9.52], [-21.24, 3.50, 15.52], [-23.81, -0.41, 9.42], [-20.31, 2.47, 14.82], [-18.24, -2.04, 12.57], [-20.96, 0.02, 19.91], [-24.44, -3.91, 11.70], [-23.43, -5.79, 15.47], [-22.86, -1.95, 7.63], [-20.30, -4.58, 19.07], [-22.55, 2.74, 15.97], [-21.57, 4.70, 14.54], [-18.02, -1.27, 13.93], [-14.57, 0.04, 11.48], [-25.38, -1.88, 10.61], [-19.60, 0.15, 17.80], [-22.34, 3.68, 18.34], [-19.97, -0.78, 19.02], [-18.65, -0.76, 19.85], [-22.86, -1.61, 9.13], [-16.17, -1.16, 12.71], [-21.92, 6.51, 18.80], [-25.34, -4.48, 11.91], [-21.95, -3.97, 21.40], [-24.38, -3.14, 12.47], [-20.57, 4.40, 20.24], [-20.72, 2.06, 13.89], [-22.12, 2.71, 18.80], [-22.55, -2.70, 20.37], [-23.25, 2.61, 15.14], [-24.11, 2.98, 17.35], [-20.81, 6.77, 17.48], [-19.63, 3.40, 19.11], [-22.18, 1.76, 16.24], [-20.27, -5.44, 19.76], [-22.11, -2.71, 7.39], [-23.73, -2.41, 7.18], [-18.49, 0.21, 20.32], [-20.27, 0.06, 16.95], [-24.53, -4.53, 8.76], [-26.42, -2.18, 10.55], [-18.10, -3.45, 19.99], [-19.34, 2.91, 14.59], [-22.62, -1.08, 7.02], [-25.98, -0.04, 9.93], [-25.61, -3.31, 8.36], [-19.08, -3.77, 21.52], [-19.30, -1.46, 21.93], [-22.50, -4.06, 8.76], [-19.68, 1.22, 17.99], [-22.13, 4.17, 13.77], [-17.63, -1.78, 21.50], [-21.08, -4.77, 18.35], [-21.21, -0.71, 10.40], [-22.20, 5.46, 15.00], [-18.58, 0.22, 17.43], [-19.37, -4.71, 18.51], [-19.42, 5.21, 19.29], [-18.67, 4.08, 16.57], [-21.91, 0.21, 19.41], [-21.29, -2.52, 21.45], [-23.61, 0.37, 8.68], [-23.47, -0.03, 10.38], [-25.75, -0.94, 8.54], [-22.25, -1.93, 18.58], [-23.40, 4.59, 16.73], [-21.25, -0.48, 20.83], [-22.37, 6.12, 17.14], [-26.13, -4.32, 9.60], [-25.14, -1.49, 11.60], [-23.74, -4.74, 11.82], [-21.25, -0.25, 8.82], [-20.56, -1.85, 9.10], [-17.75, -0.88, 19.24], [-20.70, 5.19, 14.12], [-20.74, 1.08, 19.97], [-20.07, 1.56, 15.36], [-22.91, 4.29, 19.05]]
}